1.
# C42H36MnNOP2S

A molecular structure, C42H36MnNOP2S (ωB97M-V with the def2-TZVPD basis set, OMol25).

HOMO level (alpha / beta) in eV: -9.6 / -9.6
⟨S²⟩: 8.757
Maximum force in eV/A: 0.06
Total charge: +1
Spin multiplicity: 6
Frontier orbital gap (alpha / beta) in eV: 7.21 / 7.14
Energy relative to the best compared isomer or geometry (same formula, charge and spin) in eV: 0.000
Lowest unoccupied orbital energy (alpha / beta) in eV: -2.4 / -2.5

XYZ file:
```
84
C42H36MnNOP2S | OMol25 | ωB97M-V with the def2-TZVPD basis set
Mn 0.01 -1.18 -0.42
C -2.00 -0.91 2.44
P -3.00 -2.34 1.81
C -4.65 -1.58 1.59
C -4.97 -0.27 1.94
C -6.25 0.22 1.74
C -7.23 -0.59 1.18
C -6.93 -1.90 0.83
C -5.65 -2.39 1.05
C -2.45 -2.32 0.04
C -1.48 -3.25 -0.36
C -0.98 -3.25 -1.67
C -1.48 -2.34 -2.60
C -2.47 -1.44 -2.23
C -2.94 -1.43 -0.92
C -0.55 -1.24 2.64
C 0.13 -1.38 3.83
C 1.47 -1.71 3.49
C 1.53 -1.77 2.12
C 2.68 -2.19 1.25
P 2.54 -1.42 -0.41
C 3.62 -2.37 -1.51
C 3.11 -2.87 -2.71
C 3.92 -3.60 -3.56
C 5.24 -3.85 -3.21
C 5.76 -3.35 -2.02
C 4.95 -2.61 -1.17
C 3.34 0.20 -0.24
C 4.00 0.78 -1.33
C 4.57 2.03 -1.21
C 4.49 2.73 -0.01
C 3.83 2.16 1.07
C 3.25 0.90 0.96
N 0.29 -1.47 1.58
H -2.43 -0.65 3.41
H -2.13 -0.05 1.78
H -4.22 0.38 2.38
H -6.49 1.24 2.03
H -8.23 -0.20 1.02
H -7.69 -2.54 0.41
H -5.42 -3.42 0.79
H -1.10 -3.96 0.36
H -0.23 -3.98 -1.95
H -1.10 -2.35 -3.62
H -2.86 -0.74 -2.96
H -3.71 -0.72 -0.64
H -0.28 -1.27 4.82
H 2.28 -1.91 4.17
H 2.67 -3.27 1.07
H 3.64 -1.93 1.70
H 2.08 -2.67 -2.97
H 3.52 -3.99 -4.49
H 5.87 -4.42 -3.88
H 6.79 -3.54 -1.76
H 5.36 -2.22 -0.25
H 4.08 0.23 -2.27
H 5.10 2.46 -2.05
H 4.95 3.70 0.08
H 3.77 2.70 2.01
H 2.75 0.46 1.81
O -0.21 0.63 -1.31
S -1.20 1.80 -1.24
C -1.37 2.16 0.49
C -0.29 1.99 1.35
C -0.47 2.23 2.70
C -1.71 2.66 3.17
C -2.77 2.84 2.30
C -2.61 2.57 0.94
C -0.25 3.20 -1.78
C 1.13 3.22 -1.64
C 1.81 4.35 -2.06
C 1.12 5.43 -2.59
C -0.26 5.39 -2.73
C -0.96 4.26 -2.33
H 0.67 1.65 0.97
H 0.35 2.08 3.38
H -1.84 2.85 4.22
H -3.73 3.17 2.67
H -3.44 2.67 0.26
H 1.65 2.36 -1.24
H 2.89 4.38 -1.96
H 1.66 6.31 -2.91
H -0.79 6.23 -3.15
H -2.04 4.21 -2.44
```

***

2.
# C42H37HfN7O6PS

A molecular structure, C42H37HfN7O6PS at a distorted geometry (ωB97M-V with the def2-TZVPD basis set, OMol25).

HOMO level in eV: -10.5
Maximum force in eV/A: 2.73
Total charge: +1
Frontier orbital gap in eV: 7.96
Energy relative to the best compared isomer or geometry (same formula, charge and spin) in eV: 0.815
Lowest unoccupied orbital energy in eV: -2.5

XYZ file:
```
95
C42H37HfN7O6PS | OMol25 | ωB97M-V with the def2-TZVPD basis set
Hf 0.07 -0.37 0.09
N 0.42 -3.31 3.19
C -0.19 -2.42 2.36
S 0.07 -0.71 2.64
N -0.94 -2.89 1.40
N -1.43 -1.83 0.61
C -2.69 -1.80 0.37
C -3.38 -0.69 -0.25
C -4.76 -0.83 -0.47
C -5.52 0.21 -0.94
C -4.92 1.44 -1.17
C -3.57 1.62 -0.93
C -2.78 0.57 -0.48
O -1.48 0.79 -0.23
H 0.79 -2.97 4.05
H 0.13 -4.27 3.14
H -3.29 -2.63 0.76
H -5.21 -1.80 -0.26
H -6.58 0.07 -1.12
H -5.51 2.27 -1.54
H -3.10 2.58 -1.09
O 4.97 -1.98 -3.10
C 4.99 -0.66 -2.95
O 5.94 0.01 -3.28
C 3.79 -0.01 -2.35
C 3.62 1.36 -2.31
N 2.45 1.60 -1.70
N 1.83 0.47 -1.36
C 2.64 -0.51 -1.74
C 2.25 -1.89 -1.31
O 2.75 -2.87 -1.81
O 1.34 -1.89 -0.37
H 4.15 -2.37 -2.73
H 4.26 2.14 -2.68
H 2.00 2.49 -1.53
C 5.13 2.99 3.04
N 3.87 3.02 2.32
N 3.30 1.88 1.78
C 1.99 2.14 1.50
O 1.20 1.30 0.98
C 1.74 3.48 1.88
C 2.92 3.97 2.40
C 3.21 5.29 3.03
C 4.13 0.80 1.32
C 5.24 1.09 0.54
C 6.04 0.05 0.09
C 5.70 -1.26 0.39
C 4.59 -1.53 1.16
C 3.80 -0.50 1.66
H 5.53 1.98 3.02
H 4.97 3.28 4.08
H 5.85 3.66 2.58
H 0.80 3.99 1.81
H 2.36 5.95 2.89
H 4.09 5.75 2.58
H 3.39 5.18 4.10
H 5.47 2.12 0.28
H 6.91 0.27 -0.52
H 6.31 -2.07 0.01
H 4.32 -2.56 1.40
H 2.94 -0.70 2.28
C -4.75 0.04 -4.87
C -4.66 -1.11 -4.10
C -3.47 -1.43 -3.46
C -2.34 -0.63 -3.61
C -2.44 0.53 -4.38
C -3.64 0.85 -5.01
P -0.78 -1.17 -2.77
C 0.53 -0.67 -3.96
C 1.33 -1.60 -4.62
C 2.34 -1.19 -5.48
C 2.56 0.15 -5.71
C 1.79 1.10 -5.04
C 0.80 0.69 -4.17
C -0.88 -2.97 -3.03
C -1.24 -3.49 -4.28
C -1.33 -4.85 -4.48
C -1.06 -5.73 -3.43
C -0.71 -5.23 -2.19
C -0.62 -3.86 -1.98
H -5.67 0.28 -5.37
H -5.51 -1.76 -3.98
H -3.41 -2.34 -2.87
H -1.59 1.17 -4.54
H -3.69 1.75 -5.61
H 1.18 -2.66 -4.45
H 2.95 -1.94 -5.97
H 3.35 0.47 -6.38
H 1.97 2.15 -5.20
H 0.24 1.44 -3.62
H -1.45 -2.81 -5.10
H -1.60 -5.23 -5.45
H -1.13 -6.79 -3.59
H -0.49 -5.91 -1.37
H -0.33 -3.50 -1.01
```

***

3.
# C42H37I2N2O2P2Ru

A molecular structure, C42H37I2N2O2P2Ru (ωB97M-V with the def2-TZVPD basis set, OMol25).

HOMO level (alpha / beta) in eV: -13.4 / -13.3
⟨S²⟩: 0.759
Maximum force in eV/A: 0.74
Total charge: +2
Spin multiplicity: 2
Frontier orbital gap (alpha / beta) in eV: 6.75 / 6.07
Energy relative to the best compared isomer or geometry (same formula, charge and spin) in eV: 0.833
Lowest unoccupied orbital energy (alpha / beta) in eV: -6.6 / -7.3

XYZ file:
```
88
C42H37I2N2O2P2Ru | OMol25 | ωB97M-V with the def2-TZVPD basis set
Ru -0.24 0.14 -0.19
I -0.56 -2.75 -0.56
C -0.83 -3.38 1.47
I -0.56 -1.77 2.81
H -0.10 -4.16 1.67
H -1.84 -3.74 1.54
C 1.74 2.29 -1.80
C 2.58 1.34 -0.94
P 1.61 1.18 0.63
C 1.70 2.90 1.18
C 0.64 3.80 1.15
C 0.85 5.13 1.46
C 2.11 5.57 1.84
C 3.17 4.67 1.88
C 2.97 3.34 1.55
C 2.48 0.09 1.75
C 2.62 0.40 3.10
C 3.24 -0.51 3.94
C 3.71 -1.71 3.45
C 3.58 -2.02 2.10
C 2.96 -1.12 1.25
P 0.01 1.69 -1.79
C -1.18 2.88 -2.36
C -1.31 3.09 -3.73
C -2.19 4.06 -4.18
C -2.94 4.79 -3.27
C -2.82 4.57 -1.90
C -1.93 3.61 -1.44
C -0.01 0.21 -2.82
C 1.11 -0.34 -3.46
C 0.97 -1.47 -4.24
C -0.28 -2.06 -4.40
C -1.40 -1.53 -3.78
C -1.27 -0.39 -2.99
H 1.73 3.28 -1.35
H 2.09 2.42 -2.83
H 3.58 1.75 -0.77
H 2.70 0.35 -1.39
H -0.35 3.48 0.86
H 0.02 5.82 1.42
H 2.27 6.61 2.09
H 4.16 5.01 2.18
H 3.81 2.65 1.59
H 2.23 1.33 3.48
H 3.35 -0.27 4.99
H 4.20 -2.41 4.11
H 3.96 -2.96 1.71
H 2.85 -1.37 0.20
H -0.74 2.51 -4.45
H -2.30 4.24 -5.24
H -3.63 5.54 -3.62
H -3.41 5.13 -1.20
H -1.84 3.42 -0.38
H 2.08 0.13 -3.38
H 1.84 -1.89 -4.74
H -0.38 -2.94 -5.02
H -2.37 -1.98 -3.92
H -2.15 0.03 -2.51
O -3.05 0.18 -0.28
C -2.76 0.80 0.73
N -3.50 1.31 1.72
C -2.70 1.85 2.83
C -1.28 1.53 2.30
O -0.21 1.61 2.87
N -1.42 1.06 1.02
C -2.88 3.36 2.98
C -1.87 4.13 3.55
C -2.07 5.50 3.72
C -3.26 6.10 3.34
C -4.26 5.32 2.78
C -4.07 3.96 2.60
C -2.98 1.06 4.12
C -1.99 0.85 5.08
C -2.29 0.17 6.26
C -3.58 -0.30 6.49
C -4.57 -0.07 5.55
C -4.27 0.60 4.37
H -4.50 1.25 1.72
H -0.95 3.68 3.88
H -1.28 6.09 4.18
H -3.40 7.16 3.48
H -5.20 5.77 2.49
H -4.88 3.38 2.17
H -0.99 1.23 4.94
H -1.51 0.02 6.99
H -3.80 -0.83 7.40
H -5.58 -0.42 5.72
H -5.08 0.77 3.67
```

***

- The highest total charge belongs to which entry?
  C42H37I2N2O2P2Ru

***

- Look up the total charge of the third one.
  +2

***

- maximum force of number 3 (C42H37I2N2O2P2Ru)?
  0.74 eV/A

***

- Look up the maximum force of the second one.
  2.73 eV/A